{
  "formula": "C20H60N12O8",
  "method": "ωB97M-V with the def2-TZVPD basis set",
  "e_lumo_ev": 0.2,
  "smiles": "COC[C@H](C)N.COC[C@H](C)N.COC[C@H](C)N.COC[C@H](C)N.NC(N)=O.NC(N)=O.NC(N)=O.NC(N)=O",
  "elements": ["C", "O", "C", "C", "C", "N", "H", "H", "H", "H", "H", "H", "H", "H", "H", "H", "H", "C", "O", "C", "C", "C", "N", "H", "H", "H", "H", "H", "H", "H", "H", "H", "H", "H", "C", "O", "C", "C", "C", "N", "H", "H", "H", "H", "H", "H", "H", "H", "H", "H", "H", "C", "O", "C", "C", "C", "N", "H", "H", "H", "H", "H", "H", "H", "H", "H", "H", "H", "N", "C", "N", "O", "H", "H", "H", "H", "N", "C", "N", "O", "H", "H", "H", "H", "N", "C", "N", "O", "H", "H", "H", "H", "N", "C", "N", "O", "H", "H", "H", "H"],
  "positions_angstrom": [[2.3475, 6.5635, 0.8606], [1.4691, 6.4777, -0.2639], [1.2872, 5.2435, -0.9250], [-0.1743, 4.8425, -1.1571], [-1.0680, 4.6369, 0.0785], [-0.1124, 3.6628, -2.0258], [3.3013, 6.1535, 0.5147], [2.0325, 5.8671, 1.6422], [2.4801, 7.5688, 1.2479], [1.7805, 5.4918, -1.8750], [2.0130, 4.4835, -0.6158], [-0.6405, 5.6700, -1.6985], [-0.8600, 5.4759, 0.7420], [-0.9067, 3.7067, 0.6234], [-2.1024, 4.6260, -0.2669], [0.4832, 3.8330, -2.8308], [-0.9932, 3.6137, -2.5339], [-2.2738, 0.0871, 6.9326], [-1.1616, 0.9610, 7.0028], [-0.3941, 1.0572, 5.8037], [-1.0391, 1.8183, 4.6402], [-0.3976, 1.4335, 3.3113], [-1.0601, 3.2604, 4.8174], [-2.7620, 0.0511, 5.9574], [-2.9312, 0.1380, 7.7980], [-1.9411, -0.9566, 7.0274], [0.5503, 1.5172, 6.1070], [-0.0665, 0.0456, 5.5381], [-2.0586, 1.4307, 4.7175], [0.6260, 1.8069, 3.4018], [-0.8347, 1.9902, 2.4808], [-0.4361, 0.3851, 3.0273], [-0.1751, 3.6138, 5.1683], [-1.6520, 3.4077, 5.6303], [-3.7760, 0.6141, 1.9206], [-3.1818, 0.6473, 0.6291], [-3.8084, 1.5036, -0.3502], [-5.0901, 0.9871, -0.8592], [-4.9103, -0.1706, -1.8910], [-6.0100, 2.0177, -1.4168], [-3.2527, -0.1633, 2.4727], [-4.8440, 0.4233, 1.8022], [-3.7215, 1.5632, 2.4624], [-3.9461, 2.4775, 0.1368], [-3.0853, 1.6849, -1.1486], [-5.6509, 0.6184, 0.0043], [-4.2362, -0.9833, -1.6212], [-4.4830, 0.1708, -2.8363], [-5.9357, -0.5276, -1.9806], [-5.7162, 2.7922, -0.8226], [-5.4864, 2.2354, -2.2662], [2.2435, -2.2779, -3.0691], [2.6670, -3.6627, -3.0416], [1.8389, -4.4498, -3.8604], [2.2909, -5.8751, -3.9784], [3.6257, -5.9995, -4.7371], [1.2637, -6.6041, -4.7081], [1.2663, -2.1573, -2.6016], [2.4593, -1.7975, -4.0228], [2.9693, -1.8614, -2.3699], [0.8631, -4.5114, -3.3614], [1.7192, -3.9153, -4.8090], [2.2957, -6.2942, -2.9704], [3.8831, -7.0228, -5.0167], [4.4142, -5.5918, -4.1018], [3.6024, -5.4654, -5.6886], [1.1792, -6.2214, -5.6451], [1.7028, -7.5002, -4.8928], [2.5144, 1.4615, -3.1045], [3.4783, 1.1374, -3.9458], [3.4295, 1.8341, -5.1021], [4.2907, 0.2007, -3.8935], [2.2514, 0.8946, -2.3042], [1.9950, 2.2825, -3.3438], [4.1404, 1.6623, -5.7900], [2.7396, 2.5565, -5.2032], [-0.0585, -0.6053, 0.6810], [0.4028, 0.0651, -0.3706], [-0.4024, 1.0612, -0.7557], [1.5500, -0.0603, -0.8138], [0.4701, -1.3931, 1.0221], [-0.8097, -0.1569, 1.1723], [-1.2568, 1.0773, -0.2227], [-0.1719, 1.7391, -1.4693], [-0.5359, -4.9119, 1.2742], [-0.4833, -4.9409, -0.0703], [0.6028, -4.3192, -0.5834], [-1.3300, -5.4270, -0.7969], [-1.3987, -5.1928, 1.7056], [0.1669, -4.3757, 1.7646], [1.3716, -4.0303, -0.0040], [0.7436, -4.4952, -1.5647], [2.8178, -3.6738, 3.5142], [2.0683, -2.6632, 2.9879], [2.6430, -1.4647, 3.1829], [1.0890, -2.8041, 2.2996], [3.6263, -3.4308, 4.0557], [2.7297, -4.6048, 3.1442], [2.3891, -0.7308, 2.5401], [3.4575, -1.3386, 3.7550]],
  "atomic_forces_ev_per_a": [[0.192, -1.977, -0.874], [-0.903, 1.182, 1.175], [1.604, 0.889, -0.629], [0.564, 0.093, 0.220], [0.671, -0.115, -0.479], [-0.736, -0.206, -0.988], [0.393, 0.361, 0.236], [-0.238, 0.252, 0.282], [-0.383, 0.093, -0.352], [-0.722, -0.384, -0.730], [-0.709, -0.465, 0.935], [0.177, 0.248, 0.006], [-0.398, 0.024, 0.092], [0.329, -0.051, -0.114], [-0.100, 0.230, 0.233], [0.565, 0.331, 0.275], [-0.384, -0.268, 0.387], [0.905, -1.708, -0.170], [-0.667, 0.719, -0.132], [0.909, -0.643, 0.538], [-0.194, -1.323, 0.420], [0.083, 0.872, 0.150], [-0.542, 0.164, 0.661], [-0.477, 0.669, 0.186], [-0.157, 1.003, -0.241], [0.487, -0.100, -0.068], [-0.094, 0.388, 0.047], [-0.364, -0.196, -0.447], [-0.299, 0.500, -0.617], [0.283, -0.421, -0.391], [-0.172, 0.139, 0.115], [0.209, -0.092, 0.572], [0.372, -0.218, -0.370], [-0.285, 0.286, -0.126], [-0.447, 0.354, -0.687], [0.428, 0.168, -0.600], [1.202, 0.877, 1.421], [-1.226, -2.011, -0.392], [-0.481, 0.608, 0.769], [2.223, -0.064, -0.034], [-0.242, -0.059, 0.047], [0.016, -0.476, 0.376], [0.412, 0.185, -0.119], [-0.150, 0.179, 0.048], [0.113, -0.290, -0.041], [0.170, -0.424, -0.037], [-0.188, 0.070, 0.659], [-0.426, 0.385, -0.119], [0.219, -0.417, -0.686], [-0.874, 0.601, -0.058], [-0.664, 0.402, -0.518], [1.819, -0.818, 1.485], [-0.103, 0.251, -0.400], [-0.641, 0.608, 0.833], [0.592, -0.003, -1.242], [0.263, 0.231, 0.847], [-0.236, -0.577, -0.270], [-0.278, 0.065, -0.561], [-0.575, -0.139, -0.219], [-0.252, 0.512, -0.065], [-0.410, 0.134, -0.510], [-0.089, -0.430, -0.356], [0.468, -0.051, 0.007], [-0.112, -0.170, 0.385], [0.240, 0.030, -0.293], [-0.162, 0.322, 0.135], [-0.120, 0.303, 0.000], [-0.437, -0.341, 0.076], [-0.765, 0.430, 1.360], [1.774, -2.610, -1.786], [-0.154, 1.256, -0.815], [-0.683, 0.778, 1.072], [0.014, -0.065, 0.281], [-0.313, -0.083, 0.399], [-0.118, 0.137, 0.065], [0.283, 0.072, -0.505], [-0.249, -0.843, 0.481], [1.981, 1.476, -0.230], [-1.095, -0.114, -0.089], [0.020, -0.702, -0.472], [-0.290, -0.032, 0.369], [-0.169, -0.730, 0.211], [-0.367, 0.554, -0.551], [0.079, 0.102, 0.420], [-0.070, -0.371, 0.851], [-0.314, 0.152, -0.492], [0.665, 0.248, -0.574], [-0.477, -0.361, -0.007], [0.149, 0.059, 0.047], [-0.511, 0.067, 0.226], [0.038, 0.003, -0.199], [0.313, 0.190, 0.216], [-0.463, -0.516, 0.381], [2.251, -0.262, 0.014], [-0.172, 1.565, 0.239], [-1.243, -0.488, -0.707], [0.113, -0.313, -0.160], [-0.148, 0.039, 0.230], [-0.098, 0.081, 0.244], [0.044, -0.012, -0.203]],
  "mulliken_charge": [-0.687, -0.376, -1.056, 0.686, -1.148, -0.592, 0.324, 0.267, 0.243, 0.347, 0.521, 0.166, 0.470, 0.040, 0.285, 0.181, 0.218, -0.605, -0.384, -0.749, 0.916, -0.786, -0.765, 0.183, 0.286, 0.290, 0.339, 0.343, -0.018, 0.404, -0.175, 0.191, 0.291, 0.302, -0.904, -0.272, -0.785, 0.618, -1.411, -0.774, 0.195, 0.411, 0.329, 0.258, 0.250, 0.167, 0.364, 0.363, 0.383, 0.329, 0.341, -0.690, -0.412, -0.967, 0.488, -1.403, -0.715, 0.301, 0.354, 0.269, 0.599, 0.423, 0.225, 0.451, 0.298, 0.311, 0.287, 0.276, 0.067, 0.682, -0.392, -0.660, 0.233, 0.008, 0.206, 0.107, 0.145, 0.907, 0.369, -0.938, 0.070, -0.351, -0.090, -0.016, -0.354, 0.501, -0.099, -0.707, 0.213, 0.283, 0.142, -0.040, -0.478, 0.733, -0.409, -0.786, 0.143, 0.236, 0.212, 0.152]
}

***

{
  "formula": "CH2F3N2",
  "method": "ωB97M-V with the def2-TZVPD basis set",
  "charge": 1,
  "e_lumo_ev": [-10.3, -6.4],
  "elements": ["C", "N", "N", "F", "F", "F", "H", "H"],
  "positions_angstrom": [[0.1561, -0.4044, -0.9689], [0.9798, 0.7035, 2.0708], [-1.0689, -0.5432, -1.0247], [0.7964, 0.5142, -1.5740], [-1.9663, 0.1436, -1.7919], [-1.7760, -1.5667, -0.5337], [1.5795, 1.3255, 1.5062], [1.2993, -0.1725, 2.3162]],
  "atomic_forces_ev_per_a": [[2.634, 1.600, -0.188], [-2.293, 2.872, -1.570], [-5.059, -1.010, -0.917], [-0.553, -0.943, 0.675], [1.616, -0.084, 0.576], [1.349, 0.648, 0.233], [0.439, -0.838, 0.620], [1.868, -2.246, 0.572]],
  "mulliken_charge": [0.488, -0.422, 0.462, -0.018, -0.044, -0.035, 0.290, 0.279]
}

***

{
  "formula": "C2H7N3O3",
  "method": "ωB97M-V with the def2-TZVPD basis set",
  "e_lumo_ev": [-0.3, -0.3],
  "elements": ["C", "C", "O", "O", "H", "H", "H", "H", "N", "O", "N", "N", "H", "H", "H"],
  "positions_angstrom": [[0.6405, 2.0150, 0.3560], [-0.2842, 1.0526, -0.3278], [1.0186, 0.0199, -1.2058], [-1.2805, 1.4312, -0.9048], [0.5269, -0.5177, -1.8506], [0.9735, 2.7296, -0.3941], [1.5064, 1.5135, 0.7751], [0.0808, 2.5795, 1.1040], [0.2623, -2.3711, 0.9011], [-1.7000, -1.0141, -0.4321], [-0.7387, -0.4938, 0.4341], [0.3534, -1.0703, 0.8293], [-2.0941, -0.1934, -0.8202], [-0.3364, -2.8587, 0.2389], [1.0715, -2.8221, 1.2968]],
  "atomic_forces_ev_per_a": [[0.006, -0.555, 0.619], [0.640, -0.630, -1.493], [-1.466, 1.186, 0.105], [0.223, -0.594, -0.282], [0.128, 0.412, 0.115], [-0.052, -0.228, -0.184], [-0.021, 0.048, 0.116], [0.054, -0.162, 0.097], [0.602, -0.423, -0.554], [0.988, -1.494, 1.436], [2.637, 2.398, -0.352], [-4.339, -0.318, 0.276], [0.549, 0.388, 0.150], [0.040, 0.009, 0.237], [0.011, -0.037, -0.288]],
  "mulliken_charge": [-1.113, 0.981, -0.709, -0.697, 0.256, 0.293, 0.333, 0.325, -0.377, -0.443, 0.194, 0.062, 0.377, 0.262, 0.255]
}

***

{
  "formula": "C23H54BrClNbO2",
  "method": "ωB97M-V with the def2-TZVPD basis set",
  "charge": -1,
  "e_lumo_ev": 1.9,
  "elements": ["C", "C", "Nb", "Cl", "Br", "C", "C", "O", "C", "O", "H", "H", "H", "H", "H", "H", "H", "H", "H", "H", "H", "H", "C", "C", "C", "C", "C", "C", "H", "H", "H", "H", "H", "H", "H", "H", "H", "H", "H", "H", "H", "H", "C", "C", "C", "C", "C", "C", "H", "H", "H", "H", "H", "H", "H", "H", "H", "H", "H", "H", "H", "H", "C", "C", "C", "C", "C", "C", "H", "H", "H", "H", "H", "H", "H", "H", "H", "H", "H", "H", "H", "H"],
  "positions_angstrom": [[3.8008, 1.0439, 0.4853], [4.8382, 2.2831, 0.0970], [4.6250, 2.9641, -2.1035], [2.9875, 1.1107, -2.5855], [4.1336, 3.8240, -4.6058], [6.0480, 4.7647, -1.7385], [5.0222, 6.0752, -1.5993], [5.7138, 7.3705, -1.6896], [4.7087, 8.4826, -1.7205], [3.6606, 8.5082, -2.5587], [4.1060, 0.0950, -0.1580], [3.9202, 0.7703, 1.6339], [2.6633, 1.3409, 0.3348], [4.5643, 3.1601, 0.8527], [5.9477, 1.8978, 0.2745], [3.2357, 4.0205, -1.5511], [5.9876, 1.9151, -2.6633], [6.7536, 4.8481, -2.6895], [6.6838, 4.5805, -0.7667], [4.3852, 5.9476, -0.6191], [4.2537, 5.9611, -2.5034], [4.8359, 9.4145, -0.9886], [1.7708, -1.9964, -0.3135], [0.5801, -1.0571, -0.4158], [-0.1199, -0.8195, 0.9251], [-0.7369, -2.0650, 1.5728], [-1.7664, -2.8068, 0.7174], [-2.9920, -1.9680, 0.3891], [1.4707, -2.9964, 0.0134], [2.2547, -2.0984, -1.2898], [2.5127, -1.6104, 0.3928], [-0.1291, -1.4401, -1.1567], [0.9320, -0.0910, -0.7981], [-0.8969, -0.0590, 0.7850], [0.6008, -0.3851, 1.6292], [-1.2088, -1.7640, 2.5163], [0.0611, -2.7646, 1.8473], [-2.0937, -3.6981, 1.2663], [-1.3085, -3.1683, -0.2088], [-3.4907, -1.6318, 1.3031], [-3.7083, -2.5602, -0.1890], [-2.7320, -1.0888, -0.2072], [-5.6294, -1.8866, 6.6095], [-4.3449, -2.0035, 7.4137], [-3.1616, -1.2723, 6.7734], [-2.7367, -1.7931, 5.3952], [-2.3585, -3.2751, 5.3426], [-1.1559, -3.6200, 6.2075], [-5.5321, -2.3470, 5.6218], [-6.4476, -2.3923, 7.1315], [-5.9114, -0.8375, 6.4750], [-4.1036, -3.0597, 7.5718], [-4.5183, -1.5757, 8.4088], [-2.3080, -1.3189, 7.4596], [-3.4118, -0.2083, 6.6785], [-1.8837, -1.1959, 5.0500], [-3.5415, -1.6102, 4.6739], [-2.1236, -3.5349, 4.3033], [-3.2102, -3.9000, 5.6296], [-0.2801, -3.0365, 5.9082], [-0.9084, -4.6809, 6.1005], [-1.3524, -3.4313, 7.2667], [-0.1961, 1.3212, -4.0497], [0.0349, -0.0556, -4.6509], [-0.4280, -0.1657, -6.1063], [-1.9294, 0.0466, -6.3350], [-2.8505, -0.8955, -5.5568], [-2.6670, -2.3590, -5.9285], [-1.2600, 1.5736, -4.0127], [0.1878, 1.3540, -3.0254], [0.3215, 2.0920, -4.6295], [-0.4561, -0.8147, -4.0333], [1.1089, -0.2756, -4.6120], [-0.1359, -1.1487, -6.4936], [0.1205, 0.5688, -6.7092], [-2.1326, -0.0626, -7.4075], [-2.1922, 1.0809, -6.0845], [-3.8896, -0.6129, -5.7654], [-2.7091, -0.7687, -4.4788], [-2.8467, -2.5156, -6.9963], [-3.3759, -2.9795, -5.3714], [-1.6597, -2.7129, -5.6911]],
  "atomic_forces_ev_per_a": [[0.447, -0.163, 0.411], [-0.644, -0.422, 1.107], [-1.000, -0.559, -0.564], [0.878, 0.845, 0.227], [0.273, -0.166, 1.021], [-0.236, 0.966, 0.107], [-1.066, -2.767, -1.231], [-3.296, 2.958, 0.804], [-3.940, -1.043, -4.202], [6.701, -0.343, 5.436], [-0.975, 2.027, 1.390], [-0.143, 0.492, -2.242], [2.510, -0.674, 0.046], [0.899, -1.669, -1.621], [-2.224, 0.929, -0.270], [0.022, 0.338, 0.509], [0.909, -0.161, 0.175], [-1.474, 0.006, 2.005], [-1.126, 0.526, -1.861], [1.450, 0.546, -1.735], [1.721, 0.570, 1.995], [0.345, -2.275, -1.485], [0.083, -0.129, -0.147], [0.039, 0.236, 0.127], [-0.115, 0.036, -0.070], [0.158, -0.046, -0.013], [0.028, -0.015, 0.194], [-0.101, -0.050, -0.201], [0.028, 0.023, 0.008], [0.022, 0.026, 0.138], [-0.078, -0.051, -0.066], [-0.033, 0.025, 0.023], [-0.066, -0.145, 0.003], [0.037, -0.048, 0.038], [-0.031, -0.031, -0.074], [-0.029, -0.034, -0.029], [-0.033, 0.054, -0.017], [0.066, 0.020, -0.058], [0.033, 0.041, 0.060], [0.031, 0.036, -0.052], [-0.002, 0.122, 0.053], [-0.044, -0.055, 0.079], [-0.174, -0.141, -0.006], [0.097, 0.177, 0.061], [0.123, -0.057, 0.079], [-0.138, 0.027, -0.060], [0.060, 0.128, -0.147], [0.022, -0.201, 0.062], [-0.031, 0.078, 0.076], [0.014, 0.075, -0.112], [0.025, -0.094, -0.040], [0.036, 0.051, -0.016], [0.067, -0.082, -0.073], [-0.048, 0.013, -0.070], [0.003, -0.089, 0.013], [-0.060, -0.070, 0.014], [0.060, 0.013, 0.046], [-0.085, 0.032, 0.083], [-0.011, 0.052, -0.012], [-0.060, -0.026, 0.060], [0.053, 0.121, 0.059], [0.058, 0.002, -0.067], [-0.062, 0.047, 0.236], [0.164, 0.039, -0.168], [0.001, -0.141, 0.013], [0.041, 0.152, 0.066], [-0.049, 0.114, -0.149], [-0.048, -0.152, 0.167], [0.016, 0.007, -0.037], [-0.022, 0.100, -0.187], [-0.028, -0.056, 0.106], [-0.015, -0.040, -0.039], [-0.151, 0.010, 0.028], [-0.037, 0.050, -0.020], [-0.039, -0.053, 0.081], [-0.033, -0.019, 0.052], [0.047, -0.079, -0.015], [0.078, 0.018, 0.064], [0.039, 0.038, -0.060], [0.058, -0.011, 0.048], [0.086, -0.027, -0.093], [-0.084, 0.020, -0.058]],
  "mulliken_charge": [-0.616, -0.665, -0.334, -0.343, -0.411, -0.861, -0.018, -0.303, 0.205, -0.489, 0.227, 0.309, 0.184, 0.220, 0.319, 0.097, 0.052, 0.284, 0.310, 0.226, 0.305, 0.288, -1.351, 0.569, -0.977, 0.009, -0.487, -1.142, 0.393, 0.369, 0.213, 0.045, -0.129, 0.359, 0.384, -0.176, 0.340, 0.420, 0.277, 0.204, 0.391, 0.283, -1.167, -0.405, -0.921, -0.451, -0.148, -1.249, 0.274, 0.372, 0.289, 0.246, 0.357, 0.360, 0.403, 0.338, 0.301, 0.125, 0.317, 0.281, 0.394, 0.296, -1.046, 0.226, -0.942, -0.744, -0.237, -1.198, 0.337, 0.198, 0.273, -0.070, 0.299, 0.346, 0.383, 0.390, 0.299, 0.363, 0.177, 0.296, 0.371, 0.287]
}